C25H54IrN12 | ωB97M-V with the def2-TZVPD basis set

Each line ends with the Löwdin charge.
Atoms and positions in Å:
Ir1 0.023 -0.117 0.345  1.34
C1 -0.215 -2.964 2.759  -0.04
N1 -1.551 -2.829 2.234  -0.15
C2 -2.233 -4.035 1.834  -0.03
C3 -2.185 -1.624 2.337  -0.37
N2 -1.494 -0.530 2.018  -0.03
C4 -1.782 0.734 2.665  -0.20
C5 -0.444 1.387 3.028  -0.14
N3 0.336 1.688 1.824  -0.20
C6 1.769 1.656 2.135  -0.15
C7 2.668 1.875 0.922  -0.17
N4 2.332 0.999 -0.186  0.09
C8 3.150 0.855 -1.160  -0.34
N5 2.740 0.063 -2.255  -0.06
C9 1.942 0.759 -3.241  0.02
C10 3.529 -1.024 -2.754  -0.01
N6 4.390 1.480 -1.277  -0.06
C11 4.503 2.922 -1.264  0.01
C12 5.573 0.819 -1.749  0.00
C13 -0.116 2.927 1.168  -0.12
C14 -0.276 2.773 -0.355  -0.18
N7 -1.078 1.606 -0.704  0.01
C15 -2.075 1.704 -1.554  -0.33
N8 -2.537 2.958 -1.995  -0.21
C16 -2.367 3.383 -3.357  -0.04
C17 -3.208 3.850 -1.095  -0.03
N9 -2.707 0.639 -2.059  -0.11
C18 -2.288 -0.719 -1.810  -0.04
C19 -3.979 0.706 -2.760  0.01
N10 -3.464 -1.607 2.759  -0.11
C20 -4.419 -0.589 2.386  -0.02
C21 -4.002 -2.576 3.690  -0.01
H1 0.249 -3.861 2.359  0.10
H2 -0.242 -3.052 3.849  0.11
H3 0.383 -2.087 2.514  0.04
H4 -1.629 -4.555 1.085  0.10
H5 -3.197 -3.801 1.389  0.10
H6 -2.377 -4.735 2.663  0.11
H7 -2.354 0.587 3.583  0.14
H8 -2.335 1.405 2.000  0.11
H9 0.121 0.686 3.641  0.14
H10 -0.622 2.291 3.618  0.16
H11 1.989 0.683 2.586  0.13
H12 2.009 2.435 2.873  0.16
H13 3.704 1.720 1.244  0.15
H14 2.578 2.916 0.599  0.12
H15 2.507 1.553 -3.745  0.13
H16 1.064 1.197 -2.769  0.08
H17 1.623 0.050 -4.002  0.12
H18 4.051 -1.517 -1.939  0.10
H19 4.249 -0.716 -3.524  0.13
H20 2.859 -1.742 -3.232  0.12
H21 3.539 3.417 -1.355  0.11
H22 5.130 3.241 -2.101  0.13
H23 5.002 3.267 -0.352  0.13
H24 5.629 -0.208 -1.403  0.10
H25 6.443 1.352 -1.360  0.13
H26 5.667 0.844 -2.843  0.13
H27 0.587 3.742 1.366  0.15
H28 -1.076 3.223 1.594  0.13
H29 0.711 2.613 -0.798  0.08
H30 -0.680 3.707 -0.754  0.13
H31 -2.069 2.555 -3.996  0.10
H32 -1.600 4.165 -3.419  0.10
H33 -3.288 3.831 -3.738  0.11
H34 -3.165 3.472 -0.077  0.09
H35 -4.262 3.947 -1.379  0.11
H36 -2.786 4.858 -1.141  0.11
H37 -1.332 -0.742 -1.254  0.00
H38 -2.156 -1.241 -2.760  0.11
H39 -3.052 -1.243 -1.232  0.11
H40 -4.235 1.706 -3.084  0.09
H41 -4.778 0.343 -2.109  0.11
H42 -3.943 0.059 -3.636  0.11
H43 -4.063 -0.016 1.534  0.08
H44 -4.638 0.075 3.225  0.11
H45 -5.355 -1.079 2.115  0.12
H46 -3.228 -3.211 4.102  0.10
H47 -4.771 -3.192 3.221  0.12
H48 -4.476 -2.040 4.515  0.12
C22 3.493 -4.598 0.618  0.03
N11 2.469 -3.723 0.103  -0.09
C23 1.541 -4.049 -0.834  -0.01
C24 0.724 -2.966 -0.978  -0.12
N12 1.149 -1.974 -0.137  -0.11
C25 2.207 -2.472 0.498  -0.17
H49 3.554 -5.499 0.011  0.12
H50 3.268 -4.887 1.645  0.12
H51 4.468 -4.115 0.605  0.11
H52 1.521 -5.003 -1.320  0.15
H53 -0.112 -2.849 -1.636  0.10
H54 2.797 -1.942 1.219  0.14

spin multiplicity = 2
total charge = +4
electronic energy = -1744.8197 a.u.
HOMO level (alpha / beta) = -18.71 / -18.70 eV
HOMO-LUMO gap (alpha / beta) = 5.575 / 4.452 eV
LUMO level (alpha / beta) = -13.13 / -14.24 eV

C25H55AlBr3F4N5O27PS4 | ωB97M-V with the def2-TZVPD basis set

Each line ends with the Löwdin charge.
Atoms and positions in Å:
Al1 -1.338 1.097 3.890  0.99
N1 -1.886 -2.762 6.860  -0.20
S1 -1.855 -4.227 6.606  0.40
O1 -3.084 -4.839 6.171  -0.21
O2 -0.857 -5.031 7.290  -0.20
F1 -1.131 -3.954 5.238  -0.19
S2 -2.139 -2.927 8.493  0.63
O3 -0.922 -2.850 9.286  -0.23
O4 -3.236 -3.770 9.067  -0.26
F2 -2.868 -1.452 8.722  -0.23
N2 -0.683 -1.210 -0.342  -0.18
S3 0.289 -2.232 -0.782  0.39
O5 1.322 -1.760 -1.678  -0.20
O6 -0.185 -3.581 -0.917  -0.20
F3 1.124 -2.185 0.584  -0.18
S4 -1.516 -1.088 -1.847  0.61
O7 -2.242 -2.167 -2.465  -0.23
O8 -0.959 -0.078 -2.755  -0.24
F4 -2.721 -0.261 -1.185  -0.21
C1 1.484 -8.886 0.351  -1.49
Br1 0.996 -10.786 0.702  0.51
Br2 2.920 -8.727 -1.011  0.51
Br3 2.111 -8.028 2.047  0.49
H1 0.630 -8.272 0.064  -0.03
O9 -6.503 -0.961 2.788  -0.25
P1 -7.769 -1.760 2.719  0.65
N3 -8.668 -1.762 4.189  -0.31
C2 -8.154 -2.277 5.405  -0.11
C3 -9.793 -0.832 4.305  -0.10
N4 -7.675 -3.480 2.410  -0.18
C4 -6.600 -3.998 1.550  -0.04
C5 -8.649 -4.493 2.902  -0.05
N5 -8.939 -1.288 1.570  -0.24
C6 -8.541 -0.649 0.323  -0.06
C7 -10.220 -2.028 1.398  -0.07
H2 -7.811 -3.309 5.332  0.08
H3 -8.890 -2.430 6.195  0.10
H4 -7.395 -1.622 5.833  0.10
H5 -9.715 -0.248 5.222  0.10
H6 -10.742 -1.366 4.259  0.09
H7 -9.849 -0.045 3.553  0.09
H8 -5.611 -3.556 1.673  0.10
H9 -6.561 -5.085 1.617  0.10
H10 -6.907 -3.779 0.527  0.10
H11 -8.169 -5.158 3.619  0.11
H12 -9.480 -3.951 3.354  0.07
H13 -8.974 -5.228 2.165  0.11
H14 -7.982 0.255 0.562  0.10
H15 -7.952 -1.288 -0.335  0.10
H16 -9.459 -0.428 -0.222  0.10
H17 -10.142 -2.864 0.703  0.10
H18 -11.042 -1.379 1.095  0.11
H19 -10.431 -2.529 2.343  0.05
C8 4.405 -2.571 6.812  -0.05
O10 5.290 -1.541 6.432  0.00
C9 4.988 -0.481 5.657  -0.58
O11 3.876 -0.293 5.140  0.07
O12 5.874 0.444 5.903  0.02
C10 5.637 1.797 5.395  0.00
H20 4.993 -3.488 6.773  0.09
H21 3.554 -2.670 6.137  0.09
H22 4.073 -2.603 7.849  0.09
H23 5.653 1.725 4.307  0.09
H24 6.436 2.446 5.752  0.09
H25 4.677 2.234 5.671  0.09
C11 1.815 4.185 -8.267  -0.05
O13 0.929 5.239 -8.600  -0.04
C12 1.324 6.207 -9.493  -0.46
O14 2.403 6.348 -10.016  0.13
O15 0.148 7.050 -9.744  -0.06
C13 0.270 8.018 -10.808  -0.08
H26 1.347 3.396 -7.678  0.10
H27 2.719 4.651 -7.875  0.10
H28 2.049 3.683 -9.206  0.09
H29 1.094 8.729 -10.743  0.09
H30 -0.624 8.627 -10.945  0.08
H31 0.229 7.518 -11.776  0.09
C14 5.422 -1.794 -6.549  -0.06
O16 6.295 -0.775 -6.955  -0.03
C15 7.539 -0.625 -6.379  -0.49
O17 7.911 -1.178 -5.328  0.07
O18 8.294 0.311 -7.026  -0.02
C16 9.612 0.738 -6.578  -0.03
H32 5.957 -2.596 -6.040  0.10
H33 5.078 -2.210 -7.496  0.09
H34 4.542 -1.326 -6.107  0.10
H35 9.937 1.671 -7.039  0.09
H36 10.410 0.012 -6.731  0.09
H37 9.596 0.837 -5.493  0.09
C17 5.264 2.758 -1.479  -0.01
O19 4.117 2.710 -0.578  -0.04
C18 3.665 3.788 0.150  -0.48
O20 2.776 3.712 1.028  0.07
O21 4.399 4.913 -0.189  -0.05
C19 4.329 6.064 0.614  -0.06
H38 5.368 1.730 -1.825  0.10
H39 6.066 3.301 -0.979  0.10
H40 4.893 3.272 -2.365  0.09
H41 5.065 5.973 1.413  0.10
H42 3.379 6.259 1.112  0.09
H43 4.657 6.903 0.001  0.10
C20 10.170 -1.039 -0.320  -0.06
O22 9.868 -1.737 0.890  -0.01
C21 8.776 -2.552 1.006  -0.57
O23 8.500 -3.009 2.091  0.13
O24 8.189 -2.747 -0.181  -0.03
C22 7.149 -3.737 -0.380  -0.01
H44 11.013 -0.352 -0.243  0.09
H45 9.379 -0.496 -0.838  0.09
H46 10.568 -1.775 -1.018  0.09
H47 7.548 -4.733 -0.189  0.10
H48 6.816 -3.673 -1.416  0.09
H49 6.298 -3.567 0.280  0.09
C23 -6.593 6.970 -0.837  -0.04
O25 -5.869 5.970 -0.134  -0.01
C24 -4.648 5.559 -0.482  -0.59
O26 -4.012 4.770 0.190  0.10
O27 -4.279 6.097 -1.659  -0.03
C25 -2.988 5.766 -2.170  -0.03
H50 -7.407 7.360 -0.225  0.10
H51 -6.844 6.547 -1.809  0.10
H52 -5.959 7.855 -0.895  0.10
H53 -2.236 5.718 -1.382  0.10
H54 -2.701 6.448 -2.969  0.10
H55 -3.095 4.776 -2.614  0.10

total charge = +1
electronic energy = -13588.0660 a.u.
HOMO level = -11.25 eV
HOMO-LUMO gap = 1.383 eV
LUMO level = -9.86 eV

C25H55GaNO2Si2 | ωB97M-V with the def2-TZVPD basis set

Each line ends with the Löwdin charge.
Atoms and positions in Å:
O1 4.512 1.278 -0.505  -0.27
O2 5.177 -1.126 0.250  -0.27
C1 4.550 2.226 -1.576  -0.24
C2 3.189 2.536 -2.172  -0.07
H1 5.191 1.756 -2.332  0.12
H2 5.042 3.147 -1.228  0.13
H3 2.745 1.646 -2.633  0.06
H4 3.325 3.289 -2.955  0.09
H5 2.497 2.947 -1.427  0.07
C3 4.044 1.778 0.767  -0.25
C4 5.194 2.077 1.690  -0.06
H6 3.401 0.988 1.184  0.09
H7 3.416 2.672 0.605  0.12
H8 5.826 1.192 1.826  0.07
H9 4.807 2.380 2.668  0.09
H10 5.801 2.902 1.301  0.09
C5 5.430 -1.945 1.398  -0.25
C6 6.321 -1.056 -0.621  -0.25
C7 4.229 -1.912 2.308  -0.06
H11 6.329 -1.571 1.918  0.12
H12 5.631 -2.983 1.073  0.12
H13 3.912 -0.888 2.549  0.08
H14 4.480 -2.413 3.248  0.09
H15 3.386 -2.455 1.867  0.05
C8 7.340 -0.048 -0.161  -0.06
H16 5.922 -0.793 -1.612  0.11
H17 6.785 -2.056 -0.696  0.12
H18 6.893 0.948 -0.122  0.06
H19 8.165 -0.032 -0.879  0.09
H20 7.744 -0.315 0.822  0.08
H21 3.724 -0.327 -0.488  0.11
Ga1 0.165 -1.192 -0.652  0.68
C9 2.611 -0.795 -0.670  -0.21
Si1 2.790 -2.213 -1.948  0.50
H22 2.386 -1.102 0.361  0.02
H23 2.035 0.092 -0.992  0.03
C10 3.485 -1.384 -3.480  -0.15
C11 1.282 -3.243 -2.499  -0.18
C12 3.903 -3.570 -1.278  -0.15
C13 -0.254 -0.256 -2.329  -0.28
Si2 -1.787 -0.770 -3.331  0.44
H24 0.604 -0.348 -3.022  0.01
H25 -0.332 0.828 -2.118  0.02
C14 -1.269 -1.856 -4.775  -0.19
C15 -2.617 0.775 -3.998  -0.18
C16 -3.033 -1.733 -2.313  -0.18
H26 3.772 -4.470 -1.899  0.04
H27 3.640 -3.842 -0.245  0.04
H28 4.964 -3.293 -1.304  0.02
H29 2.685 -1.003 -4.129  0.03
H30 4.062 -2.117 -4.061  0.05
H31 4.150 -0.546 -3.232  0.02
H32 0.619 -2.712 -3.193  -0.01
H33 0.676 -3.651 -1.676  0.02
H34 1.707 -4.108 -3.035  0.06
H35 -1.884 1.579 -4.154  0.03
H36 -3.393 1.141 -3.311  0.03
H37 -3.094 0.558 -4.964  0.04
H38 -3.800 -1.063 -1.901  0.03
H39 -2.570 -2.294 -1.489  0.02
H40 -3.539 -2.457 -2.971  0.05
H41 -2.063 -1.824 -5.537  0.04
H42 -1.133 -2.905 -4.479  0.03
H43 -0.343 -1.498 -5.246  0.04
C17 -2.300 -0.478 0.981  -0.05
N1 -0.993 0.172 0.755  -0.31
C18 -1.211 1.579 0.376  -0.06
C19 -0.147 0.057 1.981  -0.14
C20 0.280 -1.380 2.151  -0.25
C21 0.588 -1.870 3.428  -0.02
C22 0.933 -3.216 3.580  -0.06
C23 0.980 -4.051 2.463  -0.07
C24 0.675 -3.555 1.183  -0.09
C25 0.360 -2.204 1.022  -0.19
H44 -2.921 -0.390 0.080  0.08
H45 -2.813 0.022 1.822  0.11
H46 -2.172 -1.539 1.223  0.10
H47 -1.779 2.097 1.167  0.11
H48 -0.251 2.093 0.235  0.10
H49 -1.782 1.630 -0.560  0.09
H50 -0.726 0.413 2.856  0.14
H51 0.726 0.729 1.876  0.13
H52 0.530 -1.185 4.279  0.12
H53 1.162 -3.606 4.575  0.12
H54 1.247 -5.104 2.573  0.11
H55 0.685 -4.219 0.321  0.09

relative energy (zero: lowest compared OMol25 entry of this formula, charge and spin) = 0.0000 eV
total charge = +1
electronic energy = -3694.3623 a.u.
HOMO level = -11.94 eV
HOMO-LUMO gap = 9.821 eV
LUMO level = -2.11 eV